# 1
Entry from the Open Molecules 2025 dataset: a structure of composition C17H24BrN2O4Yb in a non-equilibrium geometry (ωB97M-V/def2-TZVPD).

Computed properties:
- Multiplicity: 2
- Kohn-Sham gap (spin up / spin down): 5.01 / 4.91 eV
- LUMO level (spin up / spin down): 0.01 / -0.01 eV
- Charge: 0

XYZ file:
```
49
C17H24BrN2O4Yb (ωB97M-V/def2-TZVPD)
Yb -0.24458 -0.20913 0.06064
C -1.71731 -1.57025 -2.22780
O -0.58547 -1.72025 -1.38536
C -0.68994 -2.87042 -0.54988
C 0.49689 -2.89228 0.40706
O 0.60521 -1.68469 1.15709
C -0.02907 -1.68436 2.43401
C -1.46214 -1.16837 2.36698
O -1.45681 0.12468 1.76681
C -2.76970 0.62274 1.56334
H -1.83021 -2.44329 -2.87786
H -1.56796 -0.68572 -2.85274
H -2.62273 -1.42597 -1.63047
H -0.67814 -3.77278 -1.17156
H -1.63433 -2.84034 -0.00253
H 1.41657 -2.95851 -0.18484
H 0.46485 -3.77016 1.06142
H 0.55598 -0.99861 3.05676
H 0.01722 -2.67277 2.90398
H -1.87542 -1.09660 3.37931
H -2.09382 -1.84151 1.78336
H -3.30382 0.69770 2.51531
H -3.32057 -0.02240 0.87194
H -2.69608 1.62106 1.12384
O 1.10161 0.63845 -6.06929
C 0.84979 0.31882 -4.76841
C 1.03899 -0.96661 -4.28495
C 0.75392 -1.18744 -2.94715
N 0.30829 -0.23066 -2.10292
C 0.14678 0.97462 -2.61913
Br -0.45737 2.13594 -1.34436
C 0.39436 1.32231 -3.93042
H 1.41254 -0.15307 -6.53973
H 1.39337 -1.77736 -4.90855
H 0.87980 -2.17106 -2.50262
H 0.24168 2.33078 -4.29288
N -0.60176 1.71262 1.16925
C 0.43999 2.29331 1.95080
C 0.21022 3.48625 2.63580
C 1.23071 4.05409 3.40067
C 2.47559 3.42816 3.47781
C 2.70232 2.23455 2.79113
C 1.68298 1.66527 2.02582
H -0.75808 3.97636 2.57785
H 1.05529 4.98374 3.93594
H 3.26993 3.87097 4.07372
H 3.67237 1.74787 2.85193
H 1.86290 0.73565 1.49227
H 1.71516 -0.16133 0.35861
```


# 2
Entry from the Open Molecules 2025 dataset: the molecule C17H24ClN3O3S (ωB97M-V/def2-TZVPD).

Computed properties:
- Kohn-Sham gap: 9.43 eV
- ΔE to the lowest compared entry with this formula, charge and spin: 39.4 kcal/mol
- LUMO level: 0.37 eV
- Charge: 0
- SMILES string: CN1CCN(C(=O)c2ccc(Cl)c(S(=O)(=O)N3CCCCC3)c2)CC1

XYZ file:
```
49
C17H24ClN3O3S (ωB97M-V/def2-TZVPD)
C 4.61218 3.03154 0.76968
N 4.31487 1.85280 -0.01465
C 2.88645 1.66780 -0.19176
H 2.46971 2.57536 -0.63493
C 2.64483 0.48578 -1.13336
N 3.26287 -0.70121 -0.59737
C 2.65850 -1.85470 -0.24524
O 3.27782 -2.83630 0.12213
C 1.15914 -1.88628 -0.31592
C 0.38996 -1.00825 0.43733
C -0.98897 -1.09555 0.43733
C -1.62010 -2.08066 -0.30497
C -0.85995 -2.98520 -1.03983
C 0.51882 -2.88636 -1.04189
H 1.11281 -3.59299 -1.60092
H -1.35863 -3.76077 -1.59860
Cl -3.33076 -2.21356 -0.30234
S -1.86273 0.17812 1.38035
O -3.06740 -0.34040 1.94463
O -0.88851 0.77098 2.24700
N -2.27018 1.32939 0.26372
C -3.41678 1.11043 -0.58493
C -3.95552 2.45816 -1.05927
C -2.85431 3.22644 -1.78572
C -1.64849 3.38546 -0.86302
C -1.17797 2.01443 -0.38135
H -0.38419 2.11248 0.35938
H -0.80233 1.42831 -1.23803
H -0.83042 3.88852 -1.38076
H -1.93095 3.98256 0.00444
H -3.22059 4.20634 -2.09544
H -2.55757 2.67751 -2.68300
H -4.80946 2.29492 -1.71768
H -4.28828 3.03000 -0.19256
H -4.15751 0.57942 0.01255
H -3.14504 0.49513 -1.45754
H 0.83905 -0.25622 1.06652
C 4.68375 -0.52758 -0.38316
C 4.90790 0.65541 0.55684
H 5.97965 0.82366 0.67848
H 4.47604 0.42050 1.54618
H 5.07750 -1.44930 0.04649
H 5.17196 -0.32946 -1.34284
H 1.57864 0.32736 -1.29060
H 3.11892 0.71066 -2.09687
H 2.37503 1.48621 0.77157
H 4.20192 2.97930 1.78954
H 5.69230 3.15096 0.83385
H 4.19432 3.90455 0.27064
```


# 3
Entry from the Open Molecules 2025 dataset: a structure of composition C17H24ClNTc in a non-equilibrium geometry (ωB97M-V/def2-TZVPD).

Computed properties:
- Multiplicity: 4
- Kohn-Sham gap (spin up / spin down): 7.71 / 5.93 eV
- LUMO level (spin up / spin down): -7.46 / -9.56 eV
- Charge: +2

XYZ file:
```
44
C17H24ClNTc (ωB97M-V/def2-TZVPD)
C 0.23523 0.75517 -6.37037
C 1.60883 1.31545 -6.74507
C 0.02091 -0.56756 -7.10901
C -0.84338 1.75116 -6.80083
Cl 0.13463 0.47639 -4.51690
H 0.07235 -0.39934 -8.19643
H -0.96164 -0.99478 -6.88704
H 0.79442 -1.29760 -6.85164
H 1.66050 1.47469 -7.83384
H 2.41090 0.62181 -6.47505
H 1.79307 2.27978 -6.26200
H -0.79219 1.90976 -7.88951
H -0.70230 2.72319 -6.31841
H -1.84552 1.37925 -6.56721
C 1.80637 -1.39988 1.00302
C 0.73260 -1.97257 0.21333
C 0.82772 -1.38642 -1.11788
H 0.11823 -2.82201 0.49223
C 1.85071 -0.35501 -1.06445
C 2.48255 -0.43454 0.21209
H 3.37850 0.09286 0.50632
H 2.08150 -1.73059 2.00054
H 0.37494 -1.75589 -2.02746
H 2.14166 0.27746 -1.89667
C -2.15227 0.98096 0.29186
C -2.28325 -0.27962 0.98312
C -2.06562 -1.32821 0.02036
H -2.55576 -0.44488 2.01768
C -1.84097 -0.72515 -1.25211
C -1.82976 0.70643 -1.08058
H -1.60935 1.42597 -1.85584
H -2.20798 1.96152 0.74537
H -2.12305 -2.38470 0.23333
H -1.74962 -1.24633 -2.19880
Tc -0.28168 -0.12859 0.15656
C 0.65730 0.46493 5.67332
C -0.35183 -0.17938 4.71741
C -0.07327 0.09007 3.31226
N 0.08401 0.35492 2.19202
H 1.66307 0.05980 5.51288
H 0.38185 0.26712 6.71196
H 0.67923 1.55125 5.53240
H -0.35254 -1.27617 4.83582
H -1.36914 0.18929 4.93192
```


# 4
Entry from the Open Molecules 2025 dataset: the molecule C17H24FN3O2 (ωB97M-V/def2-TZVPD).

Computed properties:
- Kohn-Sham gap: 8.60 eV
- ΔE to the lowest compared entry with this formula, charge and spin: 0.0 kcal/mol
- LUMO level: 0.47 eV
- Charge: 0
- SMILES string: CC[C@H](C)NC(=O)[C@@H]1CCCN(C(=O)Nc2ccc(F)cc2)C1

XYZ file:
```
47
C17H24FN3O2 (ωB97M-V/def2-TZVPD)
C 1.06795 -0.03308 -3.92170
C 1.92234 0.81011 -2.98346
H 2.00471 1.82338 -3.37888
C 1.33081 0.89328 -1.57011
N 1.23618 -0.42729 -0.97693
C 0.06795 -1.09684 -0.84846
O -0.99965 -0.61397 -1.15421
C 0.23795 -2.49344 -0.24368
C -0.89536 -3.44878 -0.63820
C -2.21647 -3.07178 0.03018
C -2.03156 -2.92347 1.53798
N -0.98655 -1.95209 1.82376
C -1.38652 -0.63641 1.86642
O -2.54662 -0.29957 1.85059
N -0.33744 0.26279 2.03139
C -0.44754 1.64293 1.89169
C -1.37161 2.20861 1.01471
C -1.41077 3.57768 0.84077
C -0.52042 4.37475 1.53776
C 0.41025 3.83724 2.40642
C 0.44239 2.46650 2.58026
H 1.16566 2.03032 3.25568
H 1.09323 4.48365 2.93441
F -0.55190 5.71650 1.35936
H -2.12005 4.03058 0.16677
H -2.04948 1.56841 0.47623
H 0.46357 -0.05266 2.55708
C 0.28954 -2.37058 1.29361
H 1.08453 -1.68201 1.58405
H 0.51630 -3.35380 1.72203
H -2.95204 -2.56836 2.00121
H -1.73749 -3.87429 1.99424
H -2.96866 -3.83317 -0.17862
H -2.56178 -2.11916 -0.37018
H -1.01790 -3.43717 -1.72260
H -0.60939 -4.46184 -0.33921
H 1.19218 -2.90797 -0.58873
H 2.10817 -0.89117 -0.77549
C 2.16841 1.80266 -0.67621
H 3.19187 1.43616 -0.61182
H 2.18861 2.80897 -1.08406
H 1.74438 1.84907 0.32328
H 0.30346 1.26657 -1.62442
H 2.93114 0.39133 -2.92582
H 0.05671 0.36227 -3.96899
H 1.01056 -1.06241 -3.57441
H 1.49039 -0.03245 -4.92367
```


# 5
Entry from the Open Molecules 2025 dataset: the molecule C17H24N2O3S (ωB97M-V/def2-TZVPD).

Computed properties:
- Kohn-Sham gap: 9.27 eV
- ΔE to the lowest compared entry with this formula, charge and spin: 10.5 kcal/mol
- LUMO level: 0.59 eV
- Charge: 0
- SMILES string: CCCCCNS(=O)(=O)c1cc2c3c(c1)CCC(=O)N3CCC2

XYZ file:
```
47
C17H24N2O3S (ωB97M-V/def2-TZVPD)
C -7.09859 -1.50422 -1.21443
H -7.87501 -0.74708 -1.29862
C -5.74544 -0.93066 -1.61906
C -5.34704 0.24351 -0.72585
C -4.05990 0.94478 -1.16278
C -2.81985 0.04410 -1.15022
N -2.53354 -0.57262 0.12629
S -1.84167 0.39961 1.30102
O -2.26022 1.77005 1.18445
O -2.05741 -0.27944 2.54495
C -0.12721 0.28317 0.83261
C 0.52621 1.38088 0.31838
C 1.85835 1.29332 -0.06545
C 2.52052 0.06751 0.07838
C 1.84430 -1.04513 0.60349
C 0.51888 -0.92940 0.97586
H -0.02100 -1.76395 1.39250
C 2.61188 -2.32464 0.74814
C 3.56153 -2.46235 -0.43408
C 4.46714 -1.25425 -0.53644
O 5.63437 -1.32489 -0.85640
N 3.86425 -0.05530 -0.27006
C 4.62706 1.16520 -0.45819
C 3.84051 2.12495 -1.33952
C 2.55731 2.50758 -0.61179
H 2.79447 3.17719 0.22068
H 1.88164 3.04751 -1.27730
H 3.60401 1.63190 -2.28438
H 4.43853 3.01000 -1.55534
H 4.82280 1.62321 0.51741
H 5.57823 0.88100 -0.91265
H 4.18656 -3.35141 -0.35223
H 2.99071 -2.53139 -1.36509
H 1.93124 -3.17452 0.80009
H 3.18782 -2.29909 1.67905
H -0.01459 2.31014 0.22800
H -3.30812 -1.09337 0.50842
H -1.93834 0.64048 -1.39856
H -2.91336 -0.75298 -1.89386
H -3.87211 1.78240 -0.48984
H -4.18339 1.33560 -2.17522
H -6.15314 0.98090 -0.73728
H -5.24507 -0.09968 0.30693
H -5.79068 -0.59328 -2.65730
H -4.99300 -1.71936 -1.55751
H -7.36665 -2.34282 -1.85295
H -7.07271 -1.85219 -0.18398
```


# 6
Entry from the Open Molecules 2025 dataset: a structure of composition C17H24N2O4 in a non-equilibrium geometry (ωB97M-V/def2-TZVPD).

Computed properties:
- Kohn-Sham gap: 8.60 eV
- ΔE to the lowest compared entry with this formula, charge and spin: 433.1 kcal/mol
- LUMO level: 0.04 eV
- Charge: 0

XYZ file:
```
47
C17H24N2O4 (ωB97M-V/def2-TZVPD)
C -1.80807 -4.49184 0.41438
H -1.07403 -4.85850 -0.43843
H -2.67442 -5.33468 0.41557
H -1.19051 -4.62712 1.37021
O -2.03290 -3.23698 0.17107
C -1.30170 -2.11991 0.15919
O -0.16258 -2.18071 0.20850
C -1.87994 -0.93459 0.01590
N -0.85678 0.10340 0.09773
C -1.08243 1.21440 0.78177
O -2.26856 1.45139 1.54794
N 0.03064 2.05419 1.07421
C 0.15359 3.04220 1.86469
H -1.10145 3.02332 2.47648
H 0.27984 3.98307 1.59142
C 1.01735 2.83605 3.02862
C 2.21524 3.82353 2.92612
H 1.75755 4.77658 3.44189
H 2.53900 3.79606 2.11980
H 2.87561 3.48605 3.76050
O 1.63375 1.35249 2.91111
C 1.90781 1.13104 1.69683
C 3.45116 1.09779 1.54599
H 3.74430 2.27191 1.51065
H 3.96974 0.41760 0.72789
H 3.98242 0.52165 2.27512
C 1.40681 1.83553 0.33239
H 1.22379 1.10604 -0.35925
H 1.78030 2.86232 0.28869
H 1.71807 -0.03522 1.45281
H 0.58183 2.56819 4.11578
H 0.10986 -0.29161 -0.09045
H -2.75893 -0.67433 0.74428
C -2.57803 -0.80827 -1.49276
C -1.65447 -1.18830 -2.52553
C -1.78548 -2.62973 -2.84887
C -0.57485 -3.03433 -3.88536
C -0.01353 -1.80396 -4.44841
C 0.10067 -0.65230 -3.90921
C -0.91097 -0.21067 -2.85648
H -0.97239 0.79797 -2.79378
H 0.64929 0.29799 -4.24651
H 0.97011 -2.14380 -5.11790
H -0.57115 -3.82028 -4.34545
H -2.26363 -3.28245 -2.45538
H -3.07448 0.05826 -1.72850
H -3.50746 -1.54944 -1.52527
```


# 7
Entry from the Open Molecules 2025 dataset: the molecule C17H24N2O4S in a non-equilibrium geometry (ωB97M-V/def2-TZVPD).

Computed properties:
- Kohn-Sham gap: 9.14 eV
- ΔE to the lowest compared entry with this formula, charge and spin: 20.6 kcal/mol
- LUMO level: 0.48 eV
- Charge: 0
- SMILES string: CC(=O)c1cccc(NC(=O)CN(C2CCCCC2)S(C)(=O)=O)c1

XYZ file:
```
48
C17H24N2O4S (ωB97M-V/def2-TZVPD)
C -6.09525 1.27957 -1.04249
C -4.59296 1.13549 -1.09125
O -3.90691 1.86678 -1.76856
C -3.99606 0.05048 -0.26807
C -2.67220 -0.29761 -0.51934
C -2.04478 -1.29686 0.21706
C -2.74904 -1.95049 1.22513
C -4.06431 -1.59932 1.47688
C -4.69440 -0.61333 0.74085
H -5.71766 -0.35714 0.96426
H -4.60408 -2.10882 2.26121
H -2.26551 -2.72065 1.80218
N -0.71543 -1.59036 -0.10131
C 0.15424 -2.38983 0.56250
O -0.09653 -3.03619 1.55726
C 1.55240 -2.41271 -0.07013
N 2.00466 -1.12790 -0.55213
S 1.65953 -0.80178 -2.14678
O 0.51256 0.05974 -2.27666
O 1.58467 -2.06697 -2.81290
C 3.11923 0.05828 -2.77203
H 3.98562 -0.51969 -2.48122
H 3.01988 0.07603 -3.85075
H 3.15292 1.06563 -2.38154
C 2.18162 -0.09063 0.46430
C 1.43212 1.21205 0.19010
C 1.62506 2.16858 1.36614
C 3.10557 2.45197 1.60005
C 3.86155 1.15119 1.85173
C 3.67360 0.19319 0.67806
H 4.19469 -0.74641 0.86967
H 4.09984 0.63721 -0.22206
H 4.92431 1.35613 1.99348
H 3.48602 0.68459 2.76478
H 3.22459 3.12122 2.45389
H 3.52342 2.95215 0.72337
H 1.09358 3.10004 1.16569
H 1.19429 1.72541 2.26667
H 1.80004 1.67925 -0.72331
H 0.37008 1.01376 0.04782
H 1.78299 -0.50389 1.39937
H 1.53351 -3.08877 -0.92793
H 2.25639 -2.80555 0.66942
H -0.37396 -1.09547 -0.92027
H -2.13625 0.21897 -1.30372
H -6.39677 1.63738 -0.05995
H -6.57658 0.32285 -1.22879
H -6.41024 2.00245 -1.79070
```


# 8
Entry from the Open Molecules 2025 dataset: the molecule C17H24N4O2S in a non-equilibrium geometry (ωB97M-V/def2-TZVPD).

Computed properties:
- Kohn-Sham gap: 9.21 eV
- ΔE to the lowest compared entry with this formula, charge and spin: 51.4 kcal/mol
- LUMO level: 0.56 eV
- Charge: 0
- SMILES string: CCOc1ccc(-n2c(C)nnc2SCC(=O)N(CC)CC)cc1

XYZ file:
```
48
C17H24N4O2S (ωB97M-V/def2-TZVPD)
C -0.15299 -3.61208 -2.86914
C 0.66213 -4.15420 -1.69838
O 0.31763 -3.55676 -0.46291
C 0.80461 -2.33239 -0.13438
C 1.64503 -1.55271 -0.92329
C 2.07730 -0.32011 -0.46789
C 1.68061 0.14749 0.77631
C 0.84397 -0.62659 1.57346
C 0.41159 -1.85168 1.11864
H -0.24078 -2.46611 1.71851
H 0.52107 -0.24860 2.53053
N 2.10598 1.41334 1.21088
C 1.95962 2.60697 0.54891
N 2.47043 3.58051 1.24102
N 2.96550 3.05854 2.36751
C 2.74499 1.77225 2.36590
C 3.14175 0.82558 3.43102
H 3.98380 1.24322 3.97538
H 3.41213 -0.13865 3.00413
H 2.31923 0.68072 4.13067
S 1.10563 2.76443 -0.96774
C -0.48536 3.33410 -0.25878
H -1.08427 3.69987 -1.08766
C -1.11427 2.20311 0.53238
O -0.90013 2.12016 1.73021
N -1.87991 1.29956 -0.11817
C -2.12543 1.23655 -1.54259
C -1.15097 0.29857 -2.25335
H -1.19029 -0.69446 -1.81253
H -0.13511 0.67413 -2.16814
H -1.41288 0.22663 -3.30566
H -2.06075 2.22966 -1.98672
H -3.14868 0.87687 -1.68488
C -2.50141 0.25118 0.67646
C -3.92818 0.61838 1.07326
H -4.55137 0.78196 0.19645
H -3.92150 1.52667 1.67014
H -4.36414 -0.18324 1.66297
H -1.89783 0.12060 1.57573
H -2.48702 -0.67846 0.10356
H -0.24595 4.14941 0.42385
H 2.72598 0.28374 -1.08500
H 1.97475 -1.88621 -1.89383
H 1.73704 -4.05286 -1.88970
H 0.43731 -5.21487 -1.55446
H -1.21431 -3.72557 -2.66205
H 0.09036 -4.16966 -3.76925
H 0.05512 -2.55902 -3.04139
```


Which formula does entry 2 have?
C17H24ClN3O3S


Please write out number 3 again, unchanged.
Entry from the Open Molecules 2025 dataset: a structure of composition C17H24ClNTc in a non-equilibrium geometry (ωB97M-V/def2-TZVPD).

Computed properties:
- Multiplicity: 4
- Kohn-Sham gap (spin up / spin down): 7.71 / 5.93 eV
- LUMO level (spin up / spin down): -7.46 / -9.56 eV
- Charge: +2

XYZ file:
```
44
C17H24ClNTc (ωB97M-V/def2-TZVPD)
C 0.23523 0.75517 -6.37037
C 1.60883 1.31545 -6.74507
C 0.02091 -0.56756 -7.10901
C -0.84338 1.75116 -6.80083
Cl 0.13463 0.47639 -4.51690
H 0.07235 -0.39934 -8.19643
H -0.96164 -0.99478 -6.88704
H 0.79442 -1.29760 -6.85164
H 1.66050 1.47469 -7.83384
H 2.41090 0.62181 -6.47505
H 1.79307 2.27978 -6.26200
H -0.79219 1.90976 -7.88951
H -0.70230 2.72319 -6.31841
H -1.84552 1.37925 -6.56721
C 1.80637 -1.39988 1.00302
C 0.73260 -1.97257 0.21333
C 0.82772 -1.38642 -1.11788
H 0.11823 -2.82201 0.49223
C 1.85071 -0.35501 -1.06445
C 2.48255 -0.43454 0.21209
H 3.37850 0.09286 0.50632
H 2.08150 -1.73059 2.00054
H 0.37494 -1.75589 -2.02746
H 2.14166 0.27746 -1.89667
C -2.15227 0.98096 0.29186
C -2.28325 -0.27962 0.98312
C -2.06562 -1.32821 0.02036
H -2.55576 -0.44488 2.01768
C -1.84097 -0.72515 -1.25211
C -1.82976 0.70643 -1.08058
H -1.60935 1.42597 -1.85584
H -2.20798 1.96152 0.74537
H -2.12305 -2.38470 0.23333
H -1.74962 -1.24633 -2.19880
Tc -0.28168 -0.12859 0.15656
C 0.65730 0.46493 5.67332
C -0.35183 -0.17938 4.71741
C -0.07327 0.09007 3.31226
N 0.08401 0.35492 2.19202
H 1.66307 0.05980 5.51288
H 0.38185 0.26712 6.71196
H 0.67923 1.55125 5.53240
H -0.35254 -1.27617 4.83582
H -1.36914 0.18929 4.93192
```


What is the charge in the eighth record?
0


Which value of charge does entry 6 give?
0